Arrangement i

A gas-phase ion, C4H11N2 (charge +1). Source: the Open Molecules 2025 dataset; level of theory: ωB97M-V/def2-TZVPD.

Computed properties:
Charge = +1
Highest occupied orbital energy = -15.0 eV

CARTESIAN COORDINATES (ANGSTROEM)
C -0.43645 0.27938 -1.94186
C 0.68046 -0.01874 -0.96867
C 0.76338 1.06643 0.02413
N -0.50754 1.12880 0.76967
C -0.66132 -0.47051 1.33611
N -0.02238 -1.80201 1.48033
H -0.36499 1.23849 -2.42201
H -1.27290 0.29184 -1.27003
H -0.55022 -0.50510 -2.75120
H 0.53341 -0.89463 -0.34251
H 1.48151 -0.32169 -1.58491
H 1.50462 1.03466 0.84669
H 0.99750 2.00953 -0.59162
H -0.30956 1.61133 1.62354
H -1.55032 -0.29961 1.99054
H 0.50116 -1.92323 2.39367
H -0.78636 -2.42494 1.40813



Arrangement ii

A gas-phase ion, C4H11N2 (charge +1). Source: the Open Molecules 2025 dataset; level of theory: ωB97M-V/def2-TZVPD.

Computed properties:
Charge = +1
Highest occupied orbital energy (spin up / spin down) = -13.3 / -13.4 eV

CARTESIAN COORDINATES (ANGSTROEM)
C -0.91713 0.58034 -0.28070
C -0.78223 -0.70002 -1.09134
C 1.48428 -1.05966 -0.08558
C -0.15293 1.38182 1.87295
N -0.56017 0.32391 1.05533
N 0.69560 -1.06440 -1.27593
H -0.39883 1.43576 -0.74791
H -1.99281 0.82171 -0.29974
H -1.23234 -1.51084 -0.51973
H -1.24977 -0.61886 -2.07285
H 2.15777 -0.24815 0.08966
H 1.40008 -1.88721 0.58629
H 0.21496 2.27439 1.35319
H -1.02782 1.66704 2.47608
H 0.57372 1.02336 2.60634
H 0.68712 -2.00111 -1.70415
H 1.10049 -0.41809 -1.96189



Arrangement iii

2 unconnected molecules or ions with the total composition C4H11N2. Source: the Open Molecules 2025 dataset; level of theory: ωB97M-V/def2-TZVPD.

Computed properties:
Charge = +1
Highest occupied orbital energy = -12.7 eV

CARTESIAN COORDINATES (ANGSTROEM)
C -1.67540 -2.41099 -0.57697
C -0.61649 -1.51290 -0.13110
C -0.90823 -0.51386 0.77342
C -0.19293 0.55615 1.30308
N -0.69607 1.49265 2.15553
N 3.17098 2.06876 -1.77846
H -2.65337 -2.27563 -0.12235
H -1.38073 -3.47512 -0.52937
H 0.28626 -1.57565 -0.73808
H 2.68760 1.20478 -1.57852
H -1.93983 -0.56368 1.11778
H 0.87972 0.35983 1.35970
H -0.94563 2.37968 1.72435
H -0.11230 1.63686 2.97967
H 3.36548 2.19187 -2.76427
H -1.85152 -2.40791 -1.66231
H 2.58245 2.84515 -1.53210



Arrangement iv

A gas-phase ion, C4H11N2 (charge +1). Source: the Open Molecules 2025 dataset; level of theory: ωB97M-V/def2-TZVPD.

Computed properties:
Charge = +1
Highest occupied orbital energy = -13.8 eV

CARTESIAN COORDINATES (ANGSTROEM)
C 1.23089 2.39538 -1.13430
C 0.69778 1.06008 -0.76734
C -0.55293 0.61573 -0.76436
N -0.74679 -0.79223 -0.39768
C -1.00186 -1.57097 1.13493
N 0.16017 -1.72930 1.79129
H 1.77167 2.25638 -2.10772
H 1.88746 2.70109 -0.30578
H 0.54505 3.24700 -1.24600
H 1.34532 0.29833 -0.38503
H -1.40712 1.21080 -1.12923
H -1.69195 -1.14787 -0.81420
H 0.17922 -1.33138 -0.66210
H -1.72561 -0.99183 1.72617
H -1.51206 -2.34131 0.71406
H 0.21817 -1.28989 2.64821
H 0.60259 -2.59000 1.69908



Least stable = arrangement i



Arrangement i

A gas-phase ion, C4H11N2 (charge +1). Source: the Open Molecules 2025 dataset; level of theory: ωB97M-V/def2-TZVPD.

Computed properties:
Charge = +1
Highest occupied orbital energy = -15.3 eV

CARTESIAN COORDINATES (ANGSTROEM)
C 2.00365 0.85018 1.09446
C 0.77953 1.26343 0.29485
C -0.41430 0.33728 0.46405
N -1.19635 0.12697 -0.75439
C -1.46800 -1.00739 -1.31445
N -1.34409 -2.20465 -0.73706
H 2.69024 0.16646 0.60292
H 1.76196 0.52135 2.10717
H 2.57750 1.75542 1.29579
H 0.52276 2.31061 0.45341
H 1.06304 1.34644 -0.76339
H -0.03068 -0.61429 0.83156
H -1.10013 0.64447 1.25638
H -1.53181 0.93979 -1.25859
H -1.67427 -1.00629 -2.38073
H -2.04074 -2.87939 -1.03616
H -0.59831 -2.55040 -0.15583



Arrangement ii

A molecular structure, C4H11N2. Source: the Open Molecules 2025 dataset; level of theory: ωB97M-V/def2-TZVPD.

Computed properties:
Charge = +1
Highest occupied orbital energy = -13.4 eV

CARTESIAN COORDINATES (ANGSTROEM)
C -1.27531 0.45451 0.35617
C -0.96219 1.01952 -0.93587
C 0.44932 0.55750 -0.67055
C 0.99620 0.90269 0.57982
N 1.63659 0.07521 1.41110
N -0.82361 -2.26493 -0.64074
H -1.20713 1.10753 1.22364
H -1.78577 -0.48999 0.47717
H -1.04866 2.10689 -1.05579
H -1.47621 0.50880 -1.74176
H 1.06279 0.42921 -1.56820
H 0.85752 1.90567 0.97170
H 2.06715 0.47575 2.23456
H 2.13417 -0.72890 1.03976
H -1.34091 -2.43990 -1.49862
H -0.40118 -3.16504 -0.42491
H -0.03905 -1.66202 -0.85647



Least stable = arrangement ii



Arrangement i

C2H8N2 in the gas phase. Source: the Open Molecules 2025 dataset; level of theory: ωB97M-V/def2-TZVPD.

Computed properties:
Highest occupied orbital energy = -8.8 eV

CARTESIAN COORDINATES (ANGSTROEM)
C -1.59895 -0.12274 -0.08454
N -0.34090 -0.89733 -0.10138
C 0.81150 -0.21116 0.45124
N 1.23991 1.04016 -0.16672
H -1.60642 0.70527 -0.79734
H -2.38310 -0.83030 -0.32749
H -1.78815 0.29101 0.90003
H -0.18938 -1.16455 -1.06674
H 1.62397 -0.92500 0.36482
H 0.59325 -0.01868 1.50480
H 1.70744 0.84586 -1.04523
H 0.45108 1.63201 -0.40203



Arrangement ii

A molecular structure, C2H8N2. Source: the Open Molecules 2025 dataset; level of theory: ωB97M-V/def2-TZVPD.

Computed properties:
Highest occupied orbital energy = -9.2 eV

CARTESIAN COORDINATES (ANGSTROEM)
C -0.71338 0.61934 0.24690
C 0.78675 0.58795 -0.26128
H -1.72515 -0.57269 -1.29210
H -2.35029 -1.02501 0.52682
H -1.23614 1.77386 -0.09402
H -0.52864 0.40888 1.68325
H 0.82462 0.92863 -1.10478
H 0.95435 1.78967 0.11454
H 2.35281 -0.90563 -0.61145
H 0.75196 -1.46166 -0.07207
N -1.38313 -0.58152 -0.15109
N 1.45688 -0.58703 0.28482



Arrangement iii

C2H8N2 in the gas phase. Source: the Open Molecules 2025 dataset; level of theory: ωB97M-V/def2-TZVPD.

Computed properties:
Highest occupied orbital energy = -8.9 eV

CARTESIAN COORDINATES (ANGSTROEM)
C 0.56308 1.50200 -0.91202
N 0.58092 0.37143 0.02635
C -0.62666 -0.37674 0.04909
N -0.53273 -1.57889 0.89868
H 1.59460 1.72615 -1.19049
H 0.09179 1.22806 -1.86581
H 0.12274 2.37559 -0.44400
H 1.37664 -0.19974 -0.23296
H -0.96917 -0.70979 -0.95803
H -1.47880 0.21548 0.39273
H 0.42793 -1.66389 1.22613
H -1.09897 -1.48336 1.71922



Least stable = arrangement ii



Arrangement i

2 unconnected molecules or ions with the total composition C6H9N2O2. Source: the Open Molecules 2025 dataset; level of theory: ωB97M-V/def2-TZVPD.

Computed properties:
Charge = -1
Highest occupied orbital energy = -4.9 eV

CARTESIAN COORDINATES (ANGSTROEM)
C -2.26256 2.54862 -1.81332
C 0.71268 0.90549 -0.81855
C -1.35407 0.73628 -0.20832
C -1.20986 1.68739 -1.16583
N -0.08611 0.23846 0.04838
N 0.08480 1.74097 -1.62925
H 0.09250 -0.61671 0.75703
H 1.77524 0.69903 -0.74271
H -2.17992 0.26440 0.31016
H -1.94247 2.77304 -2.82567
H -2.44736 3.53848 -1.37687
H -3.20240 1.96738 -1.74841
C 2.31132 -2.19023 1.32397
C 0.88539 -2.52661 1.93180
O -0.01847 -1.68415 1.64053
O 0.87487 -3.50623 2.67523
H 2.44189 -2.50311 0.27729
H 2.88780 -2.90709 1.87246
H 2.63676 -1.16538 1.49206



Arrangement ii

2 unconnected molecules or ions with the total composition C6H9N2O2. Source: the Open Molecules 2025 dataset; level of theory: ωB97M-V/def2-TZVPD.

Computed properties:
Charge = -1
Highest occupied orbital energy = -4.0 eV

CARTESIAN COORDINATES (ANGSTROEM)
C -1.14376 -0.98225 3.32106
C -0.40225 -0.89569 1.90403
C 1.09014 -1.03184 0.44064
C -1.16422 -0.46691 0.77345
N 0.91510 -1.14314 1.76657
N -0.11895 -0.58587 -0.17975
H 1.99517 -1.20899 -0.21551
H -2.24134 -1.42424 3.18772
H -1.14944 0.04943 3.71528
H -0.15714 -0.10134 -0.98125
H -2.23065 -0.17383 0.64851
H -0.61360 -1.73753 3.91579
C 1.38697 1.42837 -2.42203
C -0.07986 1.22394 -2.97237
O -0.27858 0.59906 -3.98249
O -1.08183 1.58920 -2.24156
H 1.51761 2.54949 -2.14467
H 2.26146 1.29617 -3.04583
H 1.49518 1.01598 -1.48760



Arrangement iii

2 unconnected molecules or ions with the total composition C6H9N2O2. Source: the Open Molecules 2025 dataset; level of theory: ωB97M-V/def2-TZVPD.

Computed properties:
Charge = -1
Highest occupied orbital energy = -3.6 eV

CARTESIAN COORDINATES (ANGSTROEM)
C 0.15253 1.26138 -1.09092
C -0.96555 0.38410 -1.40896
C -2.04543 -1.48372 -1.54444
C -2.02328 0.66576 -2.19816
N -0.91217 -1.02971 -1.03136
N -2.79255 -0.53236 -2.24490
H -2.42482 -2.49882 -1.48123
H 0.64720 1.48466 -1.97048
H 1.06638 0.82890 -0.54589
H -3.70435 -0.54964 -2.53643
H -2.37011 1.48235 -2.92302
H 0.03302 2.08923 -0.41493
C 1.35087 -0.88163 2.91308
C 2.06691 0.24279 2.11386
O 1.97043 0.29451 0.90849
O 2.76014 0.99793 2.92430
H 0.61050 -0.39352 3.49515
H 1.96599 -1.34696 3.71808
H 1.04834 -1.63332 2.22354



Arrangement iv

2 unconnected molecules or ions with the total composition C6H9N2O2. Source: the Open Molecules 2025 dataset; level of theory: ωB97M-V/def2-TZVPD.

Computed properties:
Charge = -1
Highest occupied orbital energy = -4.1 eV

CARTESIAN COORDINATES (ANGSTROEM)
C 2.00863 -0.69658 -3.38617
C -0.01971 0.84991 -0.90696
C 1.45618 0.17689 -2.31206
C 2.06624 1.14356 -1.56865
N 0.16166 0.00161 -1.87507
N 1.10489 1.58525 -0.69571
H -0.86642 0.97635 -0.25144
H 1.25271 2.27363 0.02518
H 3.04822 1.57457 -1.59661
H 2.48745 -1.58140 -2.95470
H 2.75872 -0.20631 -4.00845
H 1.18902 -1.09806 -3.97684
C -2.04946 -0.50417 3.90073
C -1.57257 -0.86474 2.46775
O -1.09036 0.09668 1.81687
O -1.71507 -2.05691 2.12978
H -2.33790 -1.40343 4.44456
H -2.85711 0.23924 3.83672
H -1.26071 0.02117 4.44714



Least stable = arrangement iii